No. 1
Molecular formula: C19H28N
Method: DFT, ωB97M-V with the def2-TZVPD basis set

```
48
Properties=species:S:1:pos:R:3
C -3.457 -0.371 1.029
C -2.793 0.799 1.741
C -1.305 0.937 1.400
N -0.572 -0.318 1.545
C 0.782 -0.273 1.634
C 1.606 0.819 1.795
C 2.999 0.504 1.376
C 3.061 -1.044 1.489
C 1.600 -1.536 1.440
C -1.178 -1.507 0.943
C -2.666 -1.659 1.236
H -4.474 -0.504 1.412
H -3.538 -0.156 -0.043
H -3.296 1.734 1.472
H -2.891 0.675 2.826
H -1.214 1.315 0.362
H -0.867 1.699 2.058
H 1.270 1.843 1.954
H 3.155 0.781 0.318
H 3.803 1.002 1.928
H 3.673 -1.492 0.697
H 3.503 -1.314 2.461
H 1.412 -2.276 2.232
H 1.392 -2.031 0.477
H -1.024 -1.496 -0.154
H -0.673 -2.405 1.321
H -2.783 -1.999 2.272
H -3.062 -2.448 0.588
C 3.452 2.012 4.480
C 2.039 2.355 4.763
C 1.583 3.709 4.357
C 1.216 1.471 5.494
C -0.023 1.888 6.086
C -0.740 1.036 6.915
C -0.319 -0.285 7.120
C 0.859 -0.738 6.508
C 1.612 0.111 5.709
H 3.940 1.448 5.286
H 3.513 1.383 3.584
H 4.043 2.914 4.270
H 0.812 4.136 5.007
H 2.435 4.403 4.348
H 1.175 3.702 3.332
H -0.383 2.906 5.905
H -1.644 1.401 7.400
H -0.908 -0.959 7.739
H 1.193 -1.763 6.653
H 2.528 -0.262 5.230
```

Its total charge is +1. The calculation puts the HOMO energy at -10.07 eV.

=====

No. 2
Molecular formula: C28H29MnN3O7P4SbSe4
Method: DFT, ωB97M-V with the def2-TZVPD basis set

```
77
Properties=species:S:1:pos:R:3
Mn 0.528 0.560 1.231
Se -4.896 1.049 3.097
Sb -3.426 0.924 1.263
Se 0.387 0.974 3.076
Se -1.278 0.807 1.648
Se -5.166 0.668 -0.299
N 0.213 -1.857 -0.931
P -0.149 -2.254 0.686
C 0.699 -3.787 1.014
C 1.491 -4.412 0.056
C 2.045 -5.643 0.353
C 1.837 -6.223 1.596
C 1.069 -5.579 2.557
C 0.493 -4.357 2.271
C -1.947 -2.544 0.812
C -2.808 -2.698 -0.273
C -4.169 -2.565 -0.056
C -4.677 -2.353 1.224
C -3.823 -2.252 2.321
C -2.458 -2.311 2.095
P 0.331 -0.179 -1.222
C -0.977 0.217 -2.426
C -0.722 -0.112 -3.762
C -1.701 0.117 -4.712
C -2.940 0.626 -4.343
C -3.202 0.950 -3.020
C -2.206 0.769 -2.071
C 1.880 0.081 -2.043
C 2.797 -0.948 -2.246
C 3.991 -0.659 -2.882
C 4.278 0.642 -3.265
C 3.359 1.663 -3.059
C 2.146 1.386 -2.464
H -0.208 -2.431 -1.666
H 1.647 -3.968 -0.919
H 2.629 -6.160 -0.394
H 2.274 -7.185 1.822
H 0.905 -6.034 3.523
H -0.133 -3.852 3.000
H -2.424 -2.862 -1.271
H -4.858 -2.561 -0.888
H -5.739 -2.195 1.352
H -4.237 -2.010 3.296
H -1.755 -1.947 2.871
H 0.234 -0.524 -4.057
H -1.495 -0.105 -5.748
H -3.702 0.786 -5.088
H -4.174 1.316 -2.679
H -2.377 1.172 -1.037
H 2.587 -1.953 -1.897
H 4.716 -1.443 -3.047
H 5.234 0.872 -3.712
H 3.594 2.675 -3.352
H 1.408 2.167 -2.297
O 3.881 0.442 -0.148
P 2.804 0.611 0.986
O 1.951 -0.622 1.141
O 1.786 1.650 0.615
O 3.715 0.947 2.213
P 3.073 1.391 3.693
O 4.404 1.859 4.356
O 2.492 0.153 4.273
O 2.224 2.584 3.391
H 4.759 0.701 0.104
H 4.535 1.547 5.243
C -1.918 6.472 1.572
N -1.085 5.472 0.966
C 0.121 5.653 0.372
C 0.532 4.416 -0.070
N -0.407 3.502 0.250
C -1.372 4.169 0.875
H -2.072 7.292 0.871
H -1.441 6.866 2.472
H -2.874 6.016 1.830
H 0.599 6.607 0.291
H 1.435 4.153 -0.593
H -2.262 3.667 1.261
```

As for the spin multiplicity: 2. Its total charge is +1. The calculation puts the HOMO energy (spin up / spin down) at -10.62 / -10.60 eV. As for the expectation value of S²: 0.766.

=====

No. 3
Molecular formula: CH7NS2
Method: DFT, ωB97M-V with the def2-TZVPD basis set

```
11
Properties=species:S:1:pos:R:3
C 0.944 1.342 1.400
N -0.414 1.775 1.700
H 1.216 0.567 2.112
H 1.021 1.069 0.357
H 1.622 2.181 1.623
H -0.617 2.754 1.752
H -0.996 1.224 2.303
S -1.773 -2.926 -2.653
S -0.061 -2.106 -3.468
H -1.415 -4.213 -2.791
H 0.473 -1.667 -2.335
```

As for the SMILES: CN.SS. Its total charge is 0. The calculation puts the HOMO energy at -8.76 eV. The energy above the lowest of the compared OMol25 structures with the same formula, charge and spin comes out at 17.28 kcal/mol.

=====

Electronic energy per entry: -795.246963, -14137.434346, -893.393138 Eh